Density functional theory data (ωB97M-V/def2-TZVPD) for a structure of composition C23H43Cl3FeN3O4Si.

CARTESIAN COORDINATES (ANGSTROEM)
C  1.42038  -3.73193  -6.90567
C  2.81340  -3.47418  -7.36707
H  0.69909  -3.49717  -7.69434
H  1.25530  -3.06543  -6.05693
H  1.22078  -4.75862  -6.57229
C  3.16862  -3.45964  -8.67372
C  2.21903  -3.74610  -9.80073
H  4.21697  -3.30232  -8.98062
H  1.27372  -3.18037  -9.70698
H  1.96001  -4.82265  -9.89899
H  2.69757  -3.41053  -10.73702
Fe  0.35117  -2.76849  -2.21386
Cl  1.52933  -3.75722  -0.69829
Cl  -0.13923  -3.65808  -4.09801
C  3.37475  -0.32343  -0.37384
O  2.40711  0.28223  -0.80688
N  4.66794  0.11454  -0.43429
C  5.04628  1.42249  -0.94033
C  5.73871  -0.82674  -0.13973
H  3.32409  -1.30750  0.13556
H  4.27373  2.17069  -0.74801
H  5.28045  1.39617  -2.01467
H  5.97463  1.69730  -0.42928
H  5.35592  -1.60754  0.53643
H  6.58178  -0.30045  0.32917
H  6.11534  -1.31646  -1.05552
H  -2.80333  0.09380  -3.02997
H  -0.74866  0.04374  -4.48111
C  -2.88912  1.16275  -3.28471
C  -0.82886  1.13163  -4.63383
N  -1.57612  1.72139  -3.54059
H  -3.33059  1.70969  -2.44054
C  -0.96375  2.42558  -2.54917
O  0.23077  2.70310  -2.49560
H  0.16710  1.59071  -4.70093
H  -1.67730  2.74415  -1.75040
H  -3.49290  1.27609  -4.19260
H  -1.39245  1.29975  -5.56700
O  3.31169  -1.88109  -5.62568
C  3.83143  -3.03722  -6.29924
C  5.56607  -1.71139  -7.62363
C  5.25288  -2.81343  -6.82590
H  4.79877  -0.95263  -7.80788
C  6.82138  -1.64393  -8.24314
H  3.83185  -3.88890  -5.58279
C  6.21048  -3.80775  -6.55641
H  7.02142  -0.82167  -8.93037
C  7.74650  -2.68153  -8.06948
C  7.45476  -3.75056  -7.19927
H  5.91066  -4.63201  -5.89856
H  8.68879  -2.65020  -8.62992
H  8.15975  -4.58320  -7.10319
Si  3.74354  -0.55957  -4.72023
Cl  -0.62934  -0.88979  -1.73313
C  3.99870  0.93766  -5.83701
C  5.31629  -0.96492  -3.79149
C  2.20327  -0.29584  -3.65327
H  4.83165  0.77731  -6.54459
H  4.23093  1.84222  -5.24818
H  3.09864  1.14264  -6.44647
H  1.29147  -0.56569  -4.19378
H  2.06818  0.73359  -3.30484
H  2.25282  -0.91920  -2.76151
H  6.12024  -1.27801  -4.47697
H  5.15329  -1.79561  -3.09306
H  5.68436  -0.08260  -3.24338
C  -0.76642  3.26777  3.15678
N  -1.21978  1.88354  3.17523
C  -2.03498  1.42805  4.28684
C  -0.72187  0.99257  2.26573
O  0.22383  1.23672  1.52562
H  -1.20318  3.75856  4.03380
H  -1.10043  3.75953  2.23122
H  0.33044  3.30397  3.18404
H  -3.03022  1.09540  3.96976
H  -1.57602  0.57853  4.80676
H  -2.15346  2.24727  4.99539
H  -1.25577  0.01341  2.25192

Properties
Total charge ... 0
Total energy ... -4301.2857 Eh
Spin multiplicity ... 6
Relative energy (zero: lowest compared OMol25 entry of this formula, charge and spin) ... 0.0 kcal per mole
<S²> ... 8.77
Frontier orbital gap (spin up / spin down) ... 9.26 / 6.07 eV
HOMO (spin up / spin down) ... -0.3224 / -0.3224 Eh

Density functional theory data (ωB97M-V/def2-TZVPD) for the molecule C5H5NO.

CARTESIAN COORDINATES (ANGSTROEM)
N  0.64920  -1.91058  -2.35061
C  0.37867  -0.99349  -1.69927
C  0.10114  0.24903  -1.01918
C  0.88045  0.67207  0.18245
C  -0.60187  0.42530  0.31127
C  -0.94587  -0.59479  1.34237
O  -1.62561  -0.30776  2.29860
H  -0.14327  1.04301  -1.71827
H  1.50751  -0.09809  0.62331
H  1.27311  1.67925  0.23930
H  -1.26046  1.28569  0.34322
H  -0.47080  -1.59221  1.26249

Properties
Total charge ... 0
Total energy ... -323.4644 Eh
SMILES ... N#C[C@@H]1C[C@@H]1C=O
Relative energy (zero: lowest compared OMol25 entry of this formula, charge and spin) ... 34.7 kcal per mole
Frontier orbital gap ... 11.08 eV
HOMO ... -0.3823 Eh

Density functional theory data (ωB97M-V/def2-TZVPD) for a structure of composition CH4KO2.

CARTESIAN COORDINATES (ANGSTROEM)
H  -1.46585  -1.53064  -1.98459
O  0.49855  -0.63496  -1.02921
K  -0.53419  -2.49109  0.07186
O  0.55525  0.73450  -0.71397
C  0.28926  0.92691  0.64720
H  0.48212  1.98580  0.86293
H  -0.77272  0.70355  0.86502
H  0.94757  0.30593  1.28075

Properties
Total charge ... 0
Total energy ... -790.6889 Eh
Spin multiplicity ... 2
Relative energy (zero: lowest compared OMol25 entry of this formula, charge and spin) ... 72.0 kcal per mole
<S²> ... 0.76
Frontier orbital gap (spin up / spin down) ... 6.92 / 5.85 eV
HOMO (spin up / spin down) ... -0.2781 / -0.2477 Eh

Density functional theory data (ωB97M-V/def2-TZVPD) for a cluster of 3 separate species, C3H7NO2S in total.

CARTESIAN COORDINATES (ANGSTROEM)
C  -0.43740  0.88389  1.10975
C  -0.00575  -1.44115  0.65510
C  0.06407  -1.56188  -1.01006
H  -2.09368  1.28043  0.18228
H  -1.36887  2.98033  0.12678
H  1.01880  -1.30596  1.15423
H  -0.28151  -2.54131  1.12544
H  -1.11212  -1.49181  -1.28610
H  0.44750  -2.54244  -1.29367
H  2.83175  -0.70978  -1.28680
N  -1.47371  1.81466  0.96002
O  0.75859  1.00371  1.38325
O  -0.88133  -0.32316  0.64128
S  0.88315  -0.06885  -1.63546

Properties
Total charge ... 0
Total energy ... -721.7101 Eh
Relative energy (zero: lowest compared OMol25 entry of this formula, charge and spin) ... 158.4 kcal per mole
Frontier orbital gap ... 7.91 eV
HOMO ... -0.3326 Eh